(1)
A 2-piece molecular cluster, C2ClF4O3S overall in a non-equilibrium geometry. Source: the OMol25 dataset; level of theory: ωB97M-V/def2-TZVPD.

## Properties
ΔE to the lowest compared entry with this formula, charge and spin: 66.36 kJ/mol
LUMO energy: 3.2 eV
F_max: 3.30 eV/Å
gap between HOMO and LUMO: 8.77 eV
HOMO: -5.597 eV
2S+1: 1
charge: -1

Geometry as XYZ:
```
11
Properties=species:S:1:pos:R:3:lowdin_charge:R:1
F 1.3941 0.5949 2.2584 -0.014
C 1.5363 -0.4464 0.2440 -0.498
O -2.5061 -1.4136 -0.2039 -0.349
O -2.2123 0.2688 -1.9961 -0.344
F 1.2358 -1.5742 0.7835 0.193
F 1.9139 -0.4141 -1.0031 0.142
O -1.7904 0.8952 0.3267 -0.338
Cl 1.5643 2.1759 0.3002 0.779
F -0.4474 -0.5791 -0.9522 -0.229
C 1.2452 0.6450 0.8928 -0.703
S -1.9334 -0.1524 -0.6503 0.362
```



(2)
A 2-piece molecular cluster, C5H10O overall. Source: the OMol25 dataset; level of theory: ωB97M-V/def2-TZVPD.

## Properties
ΔE to the lowest compared entry with this formula, charge and spin: 399.27 kJ/mol
LUMO energy: 0.7 eV
F_max: 0.81 eV/Å
gap between HOMO and LUMO: 8.48 eV
HOMO: -7.736 eV
2S+1: 1

Geometry as XYZ:
```
16
Properties=species:S:1:pos:R:3:lowdin_charge:R:1
H 1.1960 0.5145 1.3354 0.079
H 1.7267 -0.1906 -1.0846 0.080
H -1.2655 -0.0583 -0.4032 0.118
C -0.2288 -0.3065 -0.1204 -0.514
C 0.1245 0.5657 1.0718 -0.135
H 0.3152 2.2993 0.9573 0.090
O -1.6853 2.2961 -0.0637 0.077
H 0.4055 -0.6012 -2.1927 0.077
C -0.6557 2.4589 0.4668 -0.063
H -0.4826 0.3571 1.9659 0.079
H 0.5942 1.0633 -1.6257 0.070
C -0.1891 -1.8118 0.1943 -0.093
H 0.8306 -2.1306 0.4495 0.077
H -0.8396 -2.0603 1.0418 0.073
C 0.6728 0.0105 -1.3222 -0.089
H -0.5187 -2.4060 -0.6702 0.075
```



(3)
C52H40N3NaO3P2 as an isolated structure. Source: the OMol25 dataset; level of theory: ωB97M-V/def2-TZVPD.

## Properties
ΔE to the lowest compared entry with this formula, charge and spin: 0.00 kJ/mol
LUMO energy: 0.3 eV
F_max: 0.33 eV/Å
gap between HOMO and LUMO: 6.67 eV
HOMO: -6.373 eV
2S+1: 1

Geometry as XYZ:
```
101
Properties=species:S:1:pos:R:3:lowdin_charge:R:1
C -2.3361 1.3916 -0.0709 -0.389
H 0.1824 5.3907 1.0222 0.104
H -2.3756 4.5314 -2.3237 0.096
O 0.7022 3.6995 -4.5685 -0.108
H -3.9385 2.3453 0.9982 0.104
Na 0.6986 -0.1083 1.5335 0.231
C 3.6283 4.9424 -1.9010 -0.285
C -5.3788 0.1834 3.5434 -0.077
H 6.0387 -5.2565 1.2470 0.102
C 2.1859 4.7059 0.7152 -0.007
C 3.0432 3.5824 0.6950 -0.117
H -3.3736 -4.7526 0.1571 0.113
C 1.7340 5.5055 -3.2971 -0.016
C 0.4760 -2.7389 -0.5287 -0.358
N 1.1513 2.1948 1.2910 0.088
H -0.2390 -7.5547 2.9534 0.105
C -2.3685 3.6473 -1.7013 -0.075
H -6.3935 -0.1876 3.6000 0.104
C -0.4004 -3.5027 -1.2884 -0.089
H 5.3427 -3.6720 3.0108 0.104
C -0.6671 -3.1620 -2.6085 -0.072
H -4.9923 -1.9344 -2.6293 0.104
H 1.3935 -0.4942 -2.9018 0.104
C 4.6499 -3.9544 2.2297 -0.075
C -3.0267 -1.3734 0.0829 -0.289
C 5.2272 2.5701 0.6193 -0.047
C 4.1571 -5.1785 0.2200 -0.079
C -2.7740 1.1174 3.4015 -0.102
C 2.4791 2.3231 1.0140 -0.124
N 5.0586 4.8743 -0.0317 0.067
C -1.9703 -6.2913 2.8896 -0.068
H -4.7298 -4.2695 -1.8323 0.108
H 2.5034 2.2307 -3.5910 0.116
H -1.3705 -3.7520 -3.1814 0.106
C -1.6211 -4.1237 1.9406 -0.290
H 6.2961 2.6744 0.4763 0.112
C -3.5797 1.4776 4.4697 -0.077
H 3.0831 -2.6859 2.9610 0.102
H -0.8824 -4.3695 -0.8524 0.104
C 1.6468 4.1827 -3.7055 -0.288
C -0.1869 4.6340 -5.1424 -0.089
H -5.5117 1.2822 5.3797 0.103
H -2.6250 -7.0204 3.3469 0.106
H -3.1860 2.1161 5.2490 0.105
H 2.1962 -4.8953 -0.5963 0.110
H 1.2580 -5.8670 1.9790 0.101
C 5.0403 -4.8398 1.2371 -0.083
H -0.6707 3.1052 1.4850 0.093
C 3.3746 -3.4090 2.2095 -0.089
C -1.4675 2.6217 -1.9595 -0.055
C -3.2458 2.4169 0.1690 -0.085
C -3.7928 -1.1205 -1.0512 -0.064
C -4.5766 -0.1658 2.4664 -0.074
H -0.7919 5.1313 -4.3785 0.082
H 4.2475 2.8760 -1.9795 0.119
H -3.9025 -0.1007 -1.3969 0.107
H 4.4651 -5.8581 -0.5637 0.103
H 0.3513 5.3902 -5.7188 0.097
H -3.5012 -4.7803 2.6977 0.129
C 0.3839 3.2567 1.2735 -0.142
O -2.0959 -2.8637 1.6198 -0.036
H 2.8464 6.9067 -2.1063 0.114
C 4.4319 3.6729 0.4229 -0.280
H -0.2441 -1.8078 -4.2153 0.104
H -3.9596 4.3413 -0.4412 0.104
C -2.8808 -2.6920 0.5043 -0.283
C -0.2681 -4.3830 1.7398 -0.271
C 3.5497 3.6190 -2.3387 -0.009
C -3.2561 3.5437 -0.6412 -0.076
C -0.0344 -2.0743 -3.1880 -0.076
C 0.8783 -1.3317 -2.4483 -0.079
C 2.5710 3.2496 -3.2349 0.009
H 1.8562 -1.0798 -0.5528 0.091
C -4.4050 -2.1507 -1.7479 -0.079
H 1.0482 6.2556 -3.6612 0.101
C -3.4990 -3.7327 -0.1740 -0.020
N 4.6594 5.4650 -1.0462 0.057
C 2.4779 -3.7573 1.2049 -0.380
H -1.7499 1.4761 3.3557 0.098
C 3.3077 1.1111 1.0529 -0.385
C 0.8612 4.5490 0.9998 -0.041
C 2.7418 5.8744 -2.4136 -0.032
P 0.8255 -3.0003 1.2453 1.143
C 4.6865 1.3186 0.9064 -0.019
C 0.2088 -5.6386 2.1133 -0.061
C -0.6337 -6.5881 2.6721 -0.075
C -1.4487 1.5052 -1.1408 -0.097
C 1.1289 -1.6535 -1.1244 -0.094
H 2.5963 5.6892 0.5203 0.113
C -4.2572 -3.4541 -1.3009 -0.071
P -2.1450 -0.0714 1.0030 1.138
C -4.8840 1.0087 4.5423 -0.084
C 2.8815 -4.6389 0.2036 -0.090
H 5.3315 0.4542 0.9922 0.106
O 2.7938 -0.0423 1.2312 -0.157
H -4.9691 -0.8047 1.6848 0.106
C -3.2688 0.3026 2.3857 -0.373
C -2.4668 -5.0485 2.5285 -0.015
H -0.7287 0.7164 -1.3312 0.092
H -0.8379 4.0677 -5.8044 0.094
H -0.7679 2.7046 -2.7817 0.095
```



(4)
One molecule with the formula C21H24N2O4. Source: the OMol25 dataset; level of theory: ωB97M-V/def2-TZVPD.

## Properties
ΔE to the lowest compared entry with this formula, charge and spin: 87.24 kJ/mol
LUMO energy: 0.6 eV
F_max: 0.56 eV/Å
gap between HOMO and LUMO: 9.08 eV
HOMO: -8.512 eV
2S+1: 1

Geometry as XYZ:
```
51
Properties=species:S:1:pos:R:3:lowdin_charge:R:1
H -3.4800 -2.0656 4.5734 0.106
C -3.6687 -0.5803 1.5442 -0.246
H 5.8422 5.6345 -1.7943 0.107
C -2.2401 -1.3250 -0.3910 -0.520
H -4.6235 1.2978 1.1620 0.113
C 3.1249 3.7630 -1.0323 -0.315
C 1.4008 1.4606 -0.9373 0.000
H -1.3029 -1.2779 1.3799 0.133
H 4.5106 4.6982 0.3492 0.118
H 3.8899 0.5980 1.1641 0.119
C 4.1403 4.8544 -0.6618 -0.126
H -4.0108 -0.4070 -0.4790 0.157
H -2.8916 -2.4637 2.2282 0.117
C 0.6262 0.3193 -0.8311 -0.013
H 5.8769 3.8885 -1.4931 0.116
O 3.4213 2.6342 -0.2245 -0.022
N -3.3445 -0.7608 0.1939 0.142
H 0.5252 -2.6073 0.9061 0.155
C -3.7185 -1.3180 3.8319 -0.077
C 0.2810 -2.8002 -1.2104 -0.040
C 4.4343 4.4584 -2.9922 -0.190
C 0.1546 -1.9822 0.0835 -0.235
O -1.7034 -4.1197 -1.6213 0.113
C 2.1894 -0.6240 0.7076 -0.026
C -3.3653 -1.5360 2.5119 -0.037
C 2.9698 0.5069 0.6089 0.006
O -2.2484 -1.5185 -1.6036 0.024
C -4.3864 -0.1631 4.2007 -0.092
H -5.2539 1.6693 3.5113 0.105
H 3.6639 5.8333 -0.7176 0.118
H 1.0746 2.2539 -1.5901 0.105
C 3.3475 3.4806 -2.5355 -0.128
H -4.6601 -0.0001 5.2316 0.102
H -1.9812 -3.2089 -1.8847 0.076
C -4.7176 0.7737 3.2355 -0.083
H -0.0649 -2.2169 -2.0625 0.118
H -0.2873 0.2525 -1.4033 0.114
H 1.3390 -3.0349 -1.3371 0.138
H 2.4326 3.5946 -3.1157 0.109
C -4.3634 0.5690 1.9159 -0.025
N -1.2211 -1.6387 0.4402 0.143
H 5.0459 4.0457 -3.7927 0.107
C -0.4840 -4.1170 -1.0998 -0.540
H 2.5041 -1.4355 1.3474 0.116
O -0.0148 -5.0863 -0.5675 0.103
H 3.9787 5.3833 -3.3502 0.111
H 2.0989 4.0927 -0.8219 0.146
C 5.2312 4.7367 -1.7217 -0.190
H 3.6940 2.4519 -2.6451 0.125
C 2.5854 1.5682 -0.2146 -0.262
C 1.0053 -0.7338 -0.0122 -0.195
```